# 1
Density functional theory data (the ωB97M-V functional and the def2-TZVPD basis) for a cluster of 3 separate species, C22H33F2N2O4P in total at a distorted geometry.

Each line ends with the natural charge from an NBO analysis.
Geometry (Å):
F  -1.417  2.007  -3.267  -0.4116
C  -1.225  2.768  3.208  -0.4285
H  2.973  -0.908  -3.190  0.2508
C  -2.648  -2.823  -3.647  -0.6592
H  -0.903  -0.735  -6.827  0.2066
H  -2.169  1.011  -1.609  0.1836
C  4.036  -0.160  6.959  -0.0708
H  -2.978  -1.461  -1.872  0.1959
H  0.620  -0.167  1.898  0.2089
H  2.606  2.426  -0.757  0.1896
C  -2.422  2.570  4.125  -0.5294
H  2.111  0.144  -4.432  0.2294
C  -2.162  -1.910  -2.483  -0.0407
H  3.132  -1.234  -4.946  0.2196
H  -1.139  3.778  2.809  0.2231
H  2.002  -1.454  5.432  0.2341
C  1.106  -2.857  -5.377  -0.7062
H  -1.292  2.077  2.364  0.2104
C  0.180  0.095  -1.622  -0.2849
H  -3.576  -0.189  -4.080  0.2039
C  1.175  1.177  -1.792  -0.2546
C  1.181  -1.858  -4.156  0.4686
C  2.833  0.485  5.128  0.7975
C  -2.081  0.847  -2.711  -0.1319
H  -2.632  3.461  4.720  0.2347
N  1.736  1.187  0.670  -0.4213
C  2.583  -0.452  7.276  -0.4278
H  1.384  1.605  -2.795  0.2228
C  -0.064  2.377  4.101  -0.0886
C  2.409  -0.894  -4.156  -0.7252
H  -1.785  -3.171  -4.271  0.2399
F  -1.455  -2.779  -1.591  -0.3765
H  0.069  -2.981  -5.759  0.2296
C  0.813  0.220  0.871  0.0364
H  0.921  -0.112  5.919  0.2719
H  4.602  -1.067  6.731  0.1767
C  -3.451  0.724  -3.460  -0.6773
C  -1.941  1.470  5.043  0.7926
O  4.008  0.668  5.787  -0.4890
C  -1.472  -0.587  -5.873  -0.3930
H  2.160  0.366  7.865  0.2100
H  -3.116  -3.760  -3.241  0.2345
H  -3.403  -2.354  -4.319  0.2127
H  0.291  3.212  4.710  0.1728
C  -0.778  -0.078  -4.819  -0.4979
C  1.858  1.608  -0.601  0.0277
H  -3.307  2.259  3.574  0.2396
H  1.817  -2.597  -6.195  0.2109
H  0.770  1.976  3.534  0.2463
H  4.534  0.372  7.769  0.1955
C  1.947  -0.467  5.896  -0.5436
P  -0.849  -0.616  -3.026  1.5393
H  2.442  -1.376  7.836  0.2218
H  1.419  -3.868  -4.987  0.2443
O  -2.626  0.800  5.765  -0.5694
O  -0.588  1.361  4.976  -0.5059
H  -0.685  -1.120  0.008  0.2266
H  -0.044  0.734  -5.058  0.2507
O  2.581  0.993  4.070  -0.5748
H  -2.556  -0.810  -5.912  0.2076
H  -4.259  0.713  -2.675  0.2188
N  0.276  -1.970  -3.253  -0.8501
C  0.066  -0.330  -0.232  -0.2724
H  -3.615  1.652  -4.054  0.2450

SMILES: C=CP(N=C(C)C)(c1ccncc1)([C@H](C)F)[C@@H](C)F.O=C1CCCO1.O=C1CCCO1
LUMO level (eV): 0.51
M (g/mol): 458.5
HOMO (eV): -7.99
Gap between HOMO and LUMO (eV): 8.497
Largest force on an atom (Eh/bohr): 0.0692

***

# 2
Density functional theory data (the ωB97M-V functional and the def2-TZVPD basis) for a cluster of 2 separate species, C2H3N2O2 in total at a distorted geometry.

Each line ends with the natural charge from an NBO analysis.
Geometry (Å):
O  0.318  -1.064  -1.821  -0.5818
C  0.723  0.365  0.633  -0.1070
C  -0.770  -1.312  -1.490  1.0445
H  -0.413  1.825  1.416  0.2836
N  -0.371  1.340  0.638  -0.5753
O  -1.886  -1.624  -1.510  -0.5786
H  1.452  0.241  -0.223  0.1198
N  -0.511  -0.126  0.825  -0.6552
H  1.457  0.355  1.533  0.0500

LUMO level (eV): 4.00
M (g/mol): 87.1
Charge: -1
HOMO (eV): -1.50
Gap between HOMO and LUMO (eV): 5.501
Relative energy (zero: lowest compared OMol25 entry of this formula, charge and spin) (kJ/mol): 216.4
Largest force on an atom (Eh/bohr): 0.1351

***

# 3
Density functional theory data (the ωB97M-V functional and the def2-TZVPD basis) for the ion C6H10N with charge +1 at a distorted geometry.

Each line ends with the natural charge from an NBO analysis.
Geometry (Å):
H  -3.067  -0.737  0.312  0.2675
C  -0.082  0.724  0.489  -0.6322
H  2.876  1.046  0.735  0.2788
H  2.618  0.777  -1.024  0.3160
H  0.047  1.711  0.039  0.3114
H  3.217  -0.483  -0.046  0.2735
C  2.514  0.267  -0.072  -0.7411
H  -0.383  0.947  1.447  0.3135
N  -0.936  -1.067  -0.699  -0.3818
C  -1.328  0.002  -0.077  0.3433
C  1.081  -0.163  0.076  0.6370
H  -2.684  0.722  1.281  0.2314
H  0.872  -1.336  -1.649  0.3104
C  0.518  -1.309  -0.607  -0.4364
H  -3.306  0.856  -0.393  0.2675
C  -2.722  0.268  0.278  -0.6732
H  0.762  -2.224  -0.090  0.3144

LUMO level (eV): -6.78
M (g/mol): 96.2
Charge: +1
HOMO (eV): -14.31
Gap between HOMO and LUMO (eV): 7.539
Relative energy (zero: lowest compared OMol25 entry of this formula, charge and spin) (kJ/mol): 172.9
Largest force on an atom (Eh/bohr): 0.0851

***

# 4
Density functional theory data (the ωB97M-V functional and the def2-TZVPD basis) for the molecule C7H12N2O3 at a distorted geometry.

Each line ends with the natural charge from an NBO analysis.
Geometry (Å):
H  -0.930  2.635  -2.017  0.2109
H  -1.777  1.150  -1.234  0.2196
H  2.882  -0.208  1.371  0.2218
N  -1.098  -0.965  -0.897  -0.5822
C  1.915  -0.499  1.447  -0.4017
C  -1.311  2.056  -1.130  -0.2465
C  -0.358  -1.438  -1.818  0.0386
H  0.920  0.159  -2.511  0.2598
O  2.958  -1.306  -0.868  -0.5841
H  -0.681  -2.328  -2.309  0.1669
H  1.573  -1.494  -2.834  0.2455
O  -0.504  0.680  1.300  -0.5765
H  1.735  -1.472  1.790  0.1951
H  -1.994  -0.834  1.240  0.2511
O  0.028  1.569  -0.742  -0.5384
H  -0.529  -1.239  2.113  0.2025
C  0.972  -0.905  -2.166  -0.5887
H  1.504  0.196  2.120  0.2151
N  1.332  -0.232  0.203  -0.4991
C  -1.272  -0.390  2.042  -0.2847
C  0.117  0.518  0.134  0.9371
H  -1.753  2.599  -0.334  0.1892
C  1.861  -0.837  -0.944  0.7198
H  -1.738  0.214  2.899  0.2287

LUMO level (alpha / beta) (eV): 0.80 / 0.80
M (g/mol): 172.2
HOMO (alpha / beta) (eV): -7.72 / -7.72
Gap between HOMO and LUMO (alpha / beta) (eV): 8.511 / 8.513
Relative energy (zero: lowest compared OMol25 entry of this formula, charge and spin) (kJ/mol): 450.9
Largest force on an atom (Eh/bohr): 0.0783

***

# 5
Density functional theory data (the ωB97M-V functional and the def2-TZVPD basis) for a structure of composition C28H29BN10O2PdS3.

Each line ends with the Mulliken spin population.
Geometry (Å):
C  -2.141  -0.608  4.204  0.0619
C  -1.027  -0.458  7.686  -0.0111
C  -5.460  -1.741  1.623  -0.0050
N  -1.122  0.107  -3.880  -0.0007
H  1.555  1.720  -4.780  0.0005
H  3.562  4.360  0.600  0.0016
H  -6.393  -2.125  2.012  -0.0001
C  0.251  -0.213  4.274  0.0320
H  2.156  0.331  -1.114  -0.0037
H  -3.091  -0.681  4.714  0.0319
H  2.550  -3.309  -3.962  -0.0001
S  0.570  -4.076  -1.975  0.0065
N  1.571  3.575  0.835  0.0101
C  3.632  0.478  0.451  0.0060
H  3.026  3.878  -2.049  0.0014
C  0.252  -0.224  2.875  0.0442
C  0.652  3.109  -0.038  0.0202
O  -2.072  -0.965  7.654  0.0130
S  -2.149  1.402  -1.705  0.6394
C  -0.073  0.228  -4.762  0.0080
C  -3.198  -1.022  1.954  0.0149
B  0.341  3.236  -2.632  -0.0357
H  2.318  3.959  2.740  0.0015
C  -1.000  1.081  -2.956  0.0212
H  -2.294  -1.412  -3.047  -0.0083
H  -3.961  -0.682  -1.205  0.0075
H  0.045  -0.430  -5.606  0.0019
C  -2.223  -0.830  -3.966  0.0012
N  -0.365  -1.859  -1.145  0.0924
H  0.901  2.889  2.698  -0.0049
H  -2.157  -3.082  0.196  -0.0043
C  0.671  1.282  -4.350  0.0052
H  -2.057  -1.499  -4.805  0.0017
C  3.832  -2.618  -2.368  0.0003
H  1.149  -0.071  4.858  0.0292
C  -2.031  -0.719  2.813  0.0319
C  1.362  3.772  2.258  -0.0065
C  -4.107  -0.945  -0.165  -0.0140
C  1.459  0.056  2.060  -0.0165
H  2.572  -1.549  -3.771  -0.0003
H  2.834  0.206  3.709  -0.0027
H  0.998  3.848  -3.416  -0.0002
C  2.710  0.237  2.636  0.0029
C  2.690  3.943  0.126  0.0192
H  -1.738  -4.675  -0.331  0.0001
H  4.795  0.573  2.257  -0.0003
C  -0.967  -0.389  4.861  0.7527
C  -5.327  -1.426  0.282  0.0047
C  2.570  -2.497  -3.234  0.0007
C  2.349  0.314  -0.050  -0.0321
Pd  -0.942  -0.016  0.018  1.2571
H  3.901  -1.779  -1.676  0.0003
C  3.812  0.446  1.823  -0.0036
C  2.421  3.701  -1.178  0.0061
H  4.466  0.633  -0.219  0.0016
N  -0.864  -0.506  2.204  0.1134
S  -0.899  2.546  0.477  0.6418
H  -3.159  -0.293  -4.125  -0.0009
H  -4.464  -1.795  3.515  0.0030
N  0.729  -1.536  -1.895  0.0134
C  1.334  -2.549  -2.402  -0.0021
O  0.018  0.048  7.719  0.0127
N  -3.067  -0.754  0.642  0.0892
C  -0.585  -3.150  -1.075  -0.0011
H  3.823  -3.542  -1.791  -0.0001
C  -4.379  -1.544  2.468  0.0025
H  4.718  -2.618  -3.001  0.0001
N  -1.635  -3.681  -0.423  -0.0020
N  1.150  3.186  -1.280  0.0225
H  -0.726  3.715  -2.387  0.0111
N  1.291  0.112  0.729  0.1012
N  0.079  1.816  -3.231  0.0063
H  -6.150  -1.548  -0.408  0.0004
H  0.705  4.625  2.430  0.0073

LUMO level (alpha / beta) (eV): -5.75 / -7.44
M (g/mol): 751.0
Charge: +2
<S²>: 6.0216
HOMO (alpha / beta) (eV): -12.90 / -13.58
Gap between HOMO and LUMO (alpha / beta) (eV): 7.146 / 6.136
Spin multiplicity: 5
Relative energy (zero: lowest compared OMol25 entry of this formula, charge and spin) (kJ/mol): 14.1
Largest force on an atom (Eh/bohr): 0.0165

***

# 6
Density functional theory data (the ωB97M-V functional and the def2-TZVPD basis) for a cluster of 2 separate species, C2H5N3O2S2 in total at a distorted geometry.

Each line ends with the natural charge from an NBO analysis.
Geometry (Å):
O  0.215  0.146  -2.389  -0.9454
S  2.428  2.159  0.230  0.6639
H  0.276  -0.503  -3.145  0.5108
C  2.048  1.494  1.760  -0.4427
H  -2.780  -0.462  -0.888  0.3746
O  -0.692  1.116  -0.324  -0.9255
N  -2.008  -1.018  -1.318  -1.0632
H  1.647  -0.387  2.490  0.2283
N  2.300  0.715  -0.520  -0.3796
C  1.774  0.179  1.567  -0.1105
H  2.194  2.008  2.675  0.2483
N  1.990  -0.273  0.245  -0.2045
H  -2.079  -0.943  -2.378  0.3657
S  -0.376  -0.165  -0.827  1.6798

LUMO level (eV): 0.42
M (g/mol): 167.2
HOMO (eV): -9.32
Gap between HOMO and LUMO (eV): 9.737
Relative energy (zero: lowest compared OMol25 entry of this formula, charge and spin) (kJ/mol): 268.8
Largest force on an atom (Eh/bohr): 0.0975